No. 1
The following is a DFT calculation (ωB97M-V/def2-TZVPD) of the molecule C6H7ClO.

```
15
Properties=species:S:1:pos:R:3:lowdin_charge:R:1
C -0.297 0.237 1.937 -0.080
C 0.543 -0.077 0.613 -0.280
C 0.192 -1.344 -0.234 -0.372
O 0.213 -2.455 0.142 0.140
C -0.175 -0.837 -1.597 -0.101
C -0.137 0.677 -1.518 -0.107
C 0.292 1.083 -0.331 -0.698
Cl 0.492 2.751 0.123 0.667
H -0.483 -0.828 2.427 0.107
H -1.297 0.879 1.794 0.112
H 0.433 0.926 2.506 0.077
H 1.628 -0.022 0.882 0.154
H 0.282 -1.181 -2.556 0.140
H -1.168 -1.135 -1.828 0.109
H -0.518 1.325 -2.361 0.131
```

As for the energy relative to the best compared isomer or geometry (same formula, charge and spin): 147.0 kJ/mol. The value obtained for the total energy is -20904.0098 eV. The SMILES is C[C@H]1C(=O)CC=C1Cl. Its LUMO energy is 0.806 eV. As for the spin multiplicity: 1.

No. 2
The following is a DFT calculation (ωB97M-V/def2-TZVPD) of a cluster of 2 separate species, C3H8O2 in total.

```
13
Properties=species:S:1:pos:R:3:lowdin_charge:R:1
C 1.437 0.843 0.186 -0.048
C 1.306 0.091 1.479 -0.284
O 0.510 -0.793 1.706 0.026
H 0.796 0.422 -0.588 0.063
H 1.137 1.885 0.350 0.095
H 2.487 0.849 -0.128 0.084
H 2.007 0.403 2.281 0.119
C -1.730 -0.677 -1.212 -0.177
O -1.522 0.075 -0.037 -0.148
H -2.686 -1.224 -1.198 0.076
H -1.751 0.020 -2.057 0.077
H -0.920 -1.401 -1.393 0.080
H -1.070 -0.491 0.611 0.038
```

As for the energy relative to the best compared isomer or geometry (same formula, charge and spin): 114.5 kJ/mol. The value obtained for the total energy is -7334.8637 eV. The SMILES is CC=O.CO. Its LUMO energy is 0.989 eV. As for the spin multiplicity: 1.

No. 3
The following is a DFT calculation (ωB97M-V/def2-TZVPD) of the ion C13H21N6O4 with charge +1.

```
44
Properties=species:S:1:pos:R:3:lowdin_charge:R:1
C -4.727 3.104 2.839 -0.045
N -3.961 2.120 2.104 0.012
C -2.710 2.250 1.661 -0.449
O -2.028 3.269 1.804 0.051
C -2.181 1.031 0.850 -0.182
C -2.494 1.221 -0.656 -0.031
C -2.278 -0.010 -1.526 -0.573
N -2.230 0.133 -2.820 0.194
O -2.193 -1.128 -1.089 0.043
N -0.736 0.758 0.984 0.144
C -0.157 -0.171 1.788 -0.398
O -0.838 -0.907 2.519 0.061
C 1.374 -0.305 1.777 -0.165
C 1.976 -1.718 1.743 -0.029
C 1.016 -2.730 1.067 -0.190
C 0.293 -3.703 1.732 -0.003
N -0.708 -4.133 0.866 0.130
C -0.628 -3.394 -0.276 -0.018
N 0.453 -2.569 -0.180 0.165
N 2.162 0.530 0.829 0.113
C 2.044 0.421 -0.505 -0.520
C 3.049 1.064 -1.397 0.026
O 1.114 -0.196 -1.012 0.019
H -5.643 3.304 2.267 0.089
H -4.938 2.713 3.851 0.096
H -4.160 4.058 2.868 0.099
H -4.365 1.215 1.963 0.137
H -2.663 0.128 1.193 0.135
H -1.869 2.060 -1.034 0.141
H -3.515 1.587 -0.744 0.133
H -2.218 1.070 -3.216 0.130
H -1.952 -0.678 -3.325 0.120
H -0.092 1.285 0.424 0.125
H 1.615 0.079 2.763 0.158
H 2.166 -1.997 2.776 0.125
H 2.938 -1.754 1.259 0.122
H 0.352 -3.803 2.822 0.149
H -1.443 -4.761 1.119 0.166
H -1.353 -3.392 -1.094 0.148
H 0.619 -1.771 -0.814 0.117
H 2.955 1.056 1.226 0.175
H 3.980 0.496 -1.365 0.100
H 3.269 2.101 -1.101 0.102
H 2.672 1.065 -2.390 0.079
```

As for the energy relative to the best compared isomer or geometry (same formula, charge and spin): 53.9 kJ/mol. The value obtained for the total energy is -30948.8480 eV. The charge is +1. The SMILES is CNC(=O)[C@@H](CC(N)=O)NC(=O)[C@@H](Cc1c[nH]c[nH+]1)NC(C)=O. Its LUMO energy is -2.086 eV. As for the spin multiplicity: 1.

No. 4
The following is a DFT calculation (ωB97M-V/def2-TZVPD) of a cluster of 2 separate species, C5H4N2O4P in total.

```
16
Properties=species:S:1:pos:R:3:lowdin_charge:R:1
C 0.534 -0.324 1.655 -0.041
C 1.480 0.683 1.300 -0.046
C -0.085 -0.887 0.528 -0.145
C 1.604 1.093 -0.079 -0.132
C 0.257 -0.486 -0.738 -0.473
N 1.020 0.482 -1.125 0.083
N -1.769 1.131 -0.182 -0.346
O -2.142 2.248 -0.515 -0.139
O -1.330 -2.626 -1.298 -0.325
O -2.072 0.545 0.920 -0.193
O -0.610 -1.335 -3.374 -0.312
P -0.593 -1.501 -1.917 0.679
H 0.212 -0.512 2.684 0.110
H 2.296 1.083 1.891 0.083
H -0.949 -1.595 0.549 0.107
H 2.146 1.999 -0.298 0.091
```

As for the energy relative to the best compared isomer or geometry (same formula, charge and spin): 166.1 kJ/mol. The value obtained for the total energy is -25707.6764 eV. The charge is -1. Its LUMO energy (spin up / spin down) is 2.936 / 2.936 eV. As for the spin multiplicity: 1.

No. 5
The following is a DFT calculation (ωB97M-V/def2-TZVPD) of the molecule C5H2O.

```
8
Properties=species:S:1:pos:R:3:lowdin_charge:R:1
C -2.224 0.936 -0.044 0.115
C -1.412 0.120 -0.291 -0.251
C 0.939 -0.719 -0.005 -0.122
C -0.591 -1.023 -0.261 0.029
C 2.082 0.083 0.024 -0.146
O 3.060 0.595 -0.218 0.232
H -2.916 1.721 0.284 0.057
H 1.063 -1.712 0.511 0.086
```

As for the energy relative to the best compared isomer or geometry (same formula, charge and spin): 276.9 kJ/mol. The value obtained for the total energy is -7257.6382 eV. Its LUMO energy (spin up / spin down) is -1.170 / -1.172 eV. As for the spin multiplicity: 1.

No. 6
The following is a DFT calculation (ωB97M-V/def2-TZVPD) of a cluster of 9 separate species, C5H26N2O8 in total.

```
41
Properties=species:S:1:pos:R:3:lowdin_charge:R:1
C 1.237 3.247 1.300 -0.082
C 1.401 1.869 0.672 -0.214
C 0.421 0.789 1.053 -0.379
N 0.561 0.483 2.392 0.119
C -0.331 0.125 0.178 -0.202
N -1.060 -1.013 0.631 0.065
H 1.222 4.112 0.650 0.060
H 2.001 3.342 2.083 0.073
H 0.421 3.267 2.032 0.073
H 1.431 1.904 -0.427 0.083
H 2.397 1.414 0.660 0.107
H 0.092 -0.363 2.665 0.068
H 1.022 0.936 3.156 0.111
H -0.595 0.415 -0.827 0.084
H -0.448 -1.764 0.934 0.043
H -1.808 -1.334 0.051 0.061
C 0.042 3.317 -1.932 -0.127
O -0.476 2.284 -2.255 -0.009
H 1.085 3.557 -2.225 0.095
H -0.350 4.077 -1.235 0.092
O 1.130 -2.957 -1.296 -0.067
H 0.807 -2.056 -1.441 0.000
H 0.465 -3.484 -1.757 0.034
O -2.027 -3.196 -2.067 -0.042
H -1.563 -2.717 -2.761 0.038
H -2.478 -2.564 -1.503 0.023
O -1.894 0.070 3.785 -0.070
H -1.832 -0.499 3.005 0.008
H -1.330 0.811 3.542 0.004
O 0.566 -0.535 -3.215 -0.047
H 1.252 -0.360 -3.866 0.052
H 0.588 0.235 -2.634 0.001
O 0.402 -3.635 1.403 -0.060
H 1.348 -3.673 1.234 0.041
H -0.100 -3.772 0.598 0.019
O -2.676 1.892 0.264 -0.050
H -2.017 1.628 -0.382 -0.016
H -2.171 2.021 1.073 0.027
O 2.756 -0.800 -0.353 -0.050
H 1.922 -0.837 0.130 0.000
H 3.086 -1.695 -0.466 0.037
```

As for the energy relative to the best compared isomer or geometry (same formula, charge and spin): 373.7 kJ/mol. The value obtained for the total energy is -24965.1559 eV. The SMILES is CC/C(N)=C/N.C=O.O.O.O.O.O.O.O. Its LUMO energy is 0.128 eV. As for the spin multiplicity: 1.